{"formula": "C30H77BF4N21O17PS2", "method": "ωB97M-V/def2-TZVPD", "symbols": ["O", "C", "O", "N", "H", "O", "N", "C", "H", "C", "H", "S", "N", "H", "N", "H", "C", "H", "O", "H", "H", "H", "P", "H", "C", "O", "H", "H", "H", "C", "N", "N", "H", "H", "H", "O", "H", "H", "H", "N", "O", "C", "O", "H", "S", "C", "N", "O", "H", "O", "H", "H", "C", "H", "H", "C", "H", "H", "C", "H", "F", "H", "H", "N", "C", "C", "N", "O", "H", "H", "O", "C", "H", "H", "H", "H", "N", "H", "N", "H", "H", "C", "H", "H", "C", "H", "N", "C", "N", "H", "C", "H", "H", "H", "F", "H", "H", "H", "H", "H", "C", "N", "C", "H", "N", "H", "H", "H", "N", "H", "H", "O", "B", "C", "H", "H", "O", "H", "N", "H", "C", "C", "H", "O", "N", "H", "C", "H", "C", "H", "O", "N", "O", "C", "H", "C", "H", "F", "H", "H", "H", "H", "H", "H", "H", "H", "N", "H", "C", "F", "C", "C", "H"], "xyz": [[2.490225, 8.698500, -3.943930], [6.843735, 6.168268, 6.263524], [-1.012641, 5.202392, 3.710213], [1.569848, 5.142109, -1.303077], [1.642339, 6.280565, 3.247037], [4.964769, 2.048011, 0.932221], [7.070356, -0.502607, 6.177242], [-5.288800, -4.847548, -4.830569], [4.862027, 6.085236, 5.609596], [2.053194, 9.401158, -4.843012], [-8.402219, -9.910017, -4.467153], [-2.024913, 0.864277, 3.209566], [1.690919, 0.823165, -4.415332], [3.837507, -0.380297, 3.970009], [-6.524135, -4.293526, -4.797926], [-6.405930, 5.994151, 0.280968], [1.049285, 3.374839, 3.676763], [2.299625, -3.032609, -2.559733], [-4.846712, -5.528107, -3.917082], [0.529861, -2.746557, -2.189359], [-6.418314, -7.084479, -5.141540], [-1.869698, 2.743108, 5.207585], [-1.103265, 1.606044, 4.719902], [2.533311, 1.100905, 4.805623], [-2.814714, -7.759946, -3.951562], [0.089235, -2.355196, 4.818215], [0.122675, -11.458163, 0.277723], [4.154508, -3.404273, 1.325159], [-2.388360, -7.871451, -5.008891], [-6.866257, 8.129437, -2.146151], [-0.649967, -11.047860, 0.776292], [-6.048819, 5.417986, 1.024616], [0.962880, -2.427214, 0.116445], [7.229008, -2.249392, 3.509454], [-6.552217, -8.802137, -5.339619], [1.867852, 3.230046, 2.513483], [-3.656036, -4.982122, -6.021668], [8.237266, 5.228138, 5.135740], [0.266324, 9.790282, -3.974791], [-8.745061, -9.028115, -4.132550], [7.615213, 6.578444, 7.118490], [3.972105, -2.273235, 1.142027], [-4.413591, 4.134388, 1.920417], [6.635951, 5.085800, 4.487926], [1.019521, 0.565116, 1.478946], [-2.687760, -9.121955, -3.079123], [-6.139277, 8.375697, -3.262200], [-8.537480, -6.787121, -3.893530], [4.360870, 0.019409, 2.268167], [0.369710, -1.249537, 4.085370], [1.186649, 6.407113, -3.441946], [-2.228485, -8.281876, 1.039398], [0.746362, 4.720635, -2.286504], [2.057203, 0.405933, -5.254900], [0.780965, -5.444593, -1.204492], [1.252967, -0.441736, 4.877866], [-3.189013, 4.665369, -0.170967], [-0.186523, -7.180426, -4.318061], [0.051374, -5.079900, -3.347009], [1.660768, 1.824493, -4.340660], [3.610991, 5.459900, 3.165280], [-1.784386, 3.452540, 1.880371], [-4.926308, -4.031471, -6.719627], [1.671345, 0.869059, 4.249547], [1.136693, -4.909079, -2.152124], [-2.061023, -6.606059, -3.093123], [0.782867, 0.592145, -2.336532], [1.309700, -1.236202, -3.551228], [-8.658170, 8.554688, -1.309580], [-9.618801, -9.001115, -3.632994], [-0.808539, 3.601890, 1.833247], [6.619893, -1.336798, 5.208371], [3.392548, -2.505935, 3.274610], [-2.531400, -5.609725, -3.420407], [-8.445702, 9.289123, -2.864610], [6.424580, -0.259207, 6.910232], [7.526735, -1.632067, 4.247782], [3.054126, -1.087885, -0.554615], [-6.929146, -7.940736, -4.988583], [-6.460665, 8.943839, -4.024662], [1.878439, -4.028370, 0.289739], [-0.936029, -9.748326, 0.511484], [-7.082942, -4.464062, -3.975904], [3.679975, 9.269128, -6.039243], [2.391776, 5.715008, 3.889110], [1.650936, 4.552074, -0.485460], [7.253474, 5.431675, 5.200754], [3.618597, 2.328453, 1.121371], [5.511314, 6.413090, 6.301925], [0.445681, 10.549376, -5.522131], [-4.829350, 4.833155, 1.003377], [0.455592, -0.000860, -1.591612], [0.070821, 5.262835, -4.116423], [1.976261, -1.996638, 2.223013], [1.001040, 4.822073, 5.774088], [-1.160553, -11.610572, 1.431955], [-1.713038, -9.639732, -3.386051], [0.862964, -2.971659, 4.721032], [-0.810788, -4.344771, -3.148997], [2.111109, -5.385755, -2.517301], [1.440492, -3.354889, -1.861190], [2.760443, 9.673658, -5.966458], [1.825552, 4.428151, 4.649303], [8.463969, -1.273006, 4.234121], [0.674882, 5.544474, -3.361945], [2.420166, 10.247923, -6.716016], [3.884640, -2.655211, -1.047145], [-4.429775, 5.652520, -0.874297], [-8.087349, 8.714548, -2.123786], [3.757753, 2.446692, 3.330745], [-6.620378, 5.258280, 1.837677], [5.481931, -1.787923, 5.201807], [-0.329553, 4.106652, 3.089160], [2.912879, 2.241125, 2.590119], [-5.224705, 7.957482, -3.316032], [7.999067, -0.122168, 6.200226], [0.114490, 3.674552, -2.211357], [1.007349, 2.340139, 5.614736], [-1.984883, -9.244484, 1.208728], [-2.290899, -6.772782, -1.985582], [3.180371, -2.184061, -0.256010], [1.263861, -0.018835, -3.442238], [-3.918145, -7.457290, -4.015739], [-0.300045, -9.084708, -0.290911], [-4.581011, -4.587423, -5.958658], [0.736241, 1.590939, -2.222384], [1.824463, -3.051547, -0.300977], [1.736429, 0.390844, 0.296078], [3.075801, -1.787022, 2.420271], [0.034261, -7.137092, -2.443577], [2.969639, 2.725750, 0.079673], [0.822739, 9.969508, -4.794816], [-6.452044, 7.432816, -1.229625], [2.229415, 0.772043, 2.856296], [-3.575330, -9.815452, -3.319872], [3.447619, -0.292538, 2.877881], [5.009366, -1.792275, 1.124304], [2.980993, 3.810507, 5.286401], [2.161035, -1.114619, 5.145556], [5.166870, 6.957340, 7.075649], [-2.520832, -9.773062, 1.872584], [-2.627392, -8.915994, -1.944181], [-1.210697, 0.638277, 5.801467], [0.541746, -4.789858, -4.353754], [0.826711, -0.158287, 5.920341], [-1.413777, 4.926939, 4.573374], [-4.104542, 5.082280, -0.113678], [-6.904805, -3.732403, -5.537859], [0.741650, 2.023421, 4.522624], [2.785550, 6.645442, 4.932069], [-0.458798, -6.627730, -3.346990], [-8.098334, -7.848729, -4.311363], [2.098086, 5.995042, -1.343476]], "forces_ev_per_a": [[-0.1, -0.1, 0.0], [0.2, 0.2, 0.4], [0.5, -2.4, 0.4], [-0.1, 0.0, 0.6], [1.0, -1.1, 0.7], [-5.6, 0.5, 2.9], [-0.1, 0.4, 0.6], [-0.1, 0.2, 0.4], [0.1, 0.1, 0.0], [0.2, -0.2, 0.2], [0.0, 0.1, 0.0], [0.0, 0.1, -0.1], [0.3, 0.3, -0.8], [-0.5, 0.3, -1.6], [-0.6, 0.2, 0.3], [0.1, 0.1, -0.1], [0.8, 0.9, 0.4], [-1.4, -0.4, 1.3], [-0.3, 0.2, -0.2], [1.4, -0.9, 0.7], [0.0, -0.2, 0.2], [1.4, -0.3, 0.2], [-1.5, -1.5, -0.7], [-0.6, -0.2, -0.7], [-0.3, 0.1, 2.0], [0.2, -2.1, 1.6], [-0.2, 0.1, 0.1], [-0.2, 1.7, -0.4], [-0.5, 0.1, 1.5], [0.0, -0.1, 0.1], [0.4, -0.8, 0.0], [-0.7, 0.1, 0.4], [1.1, -0.9, -0.2], [0.1, 0.1, 0.1], [0.0, 0.1, 0.1], [0.0, -0.5, 1.6], [-0.1, 0.1, 0.0], [-0.2, 0.1, 0.0], [0.1, 0.1, -0.2], [-0.7, -0.5, 0.3], [0.0, -0.1, -0.1], [-1.1, -1.1, 0.3], [0.3, -0.1, 0.1], [0.0, 0.1, 0.0], [-1.1, -0.6, 0.2], [0.2, -0.1, -0.9], [0.6, -0.1, -0.4], [-0.1, -0.1, 0.0], [-1.6, 0.3, 0.6], [1.1, 3.0, -1.0], [0.1, 0.0, 0.0], [0.0, -0.2, 0.0], [0.4, 0.1, 0.5], [-0.1, 0.1, 0.2], [0.4, 0.7, -1.3], [0.4, -1.7, 2.5], [-0.2, 0.1, -0.1], [-0.5, 0.8, 1.5], [0.9, -0.5, 0.6], [0.0, -0.1, 0.1], [-3.1, 0.2, 1.7], [0.6, 0.6, -0.2], [0.0, 0.0, 0.1], [0.0, -0.8, 0.0], [0.0, 0.8, -0.7], [-0.1, -0.5, -1.5], [-0.2, 0.0, 0.7], [0.0, 0.4, -0.6], [0.1, 0.0, -0.2], [0.2, 0.0, -0.1], [0.7, 0.7, 3.1], [-0.1, -0.1, -0.1], [-0.5, 1.3, -1.1], [0.9, -1.4, 0.6], [0.1, -0.1, 0.1], [0.2, 0.0, -0.1], [0.1, -0.4, -0.5], [-0.1, -1.5, 0.3], [0.5, 0.3, -0.4], [0.0, -0.1, 0.1], [0.2, 1.3, -0.7], [0.3, 0.4, -0.4], [0.0, -0.1, -0.2], [-0.2, 0.1, 0.0], [1.7, 1.5, 0.8], [0.3, -0.2, -0.2], [0.5, -0.4, -0.5], [4.4, 0.2, -4.9], [-0.6, 0.2, 0.3], [0.1, -0.1, 0.1], [0.0, 0.0, 0.1], [0.0, 0.1, -0.2], [0.1, 0.0, 0.2], [1.4, 0.6, 0.1], [1.6, -0.8, -2.6], [0.0, 0.1, -0.1], [-1.4, 0.5, 0.6], [-0.6, 0.7, -0.3], [1.2, -1.2, -0.4], [-1.3, 0.3, 0.7], [0.1, -0.8, 0.1], [0.6, 0.0, -0.5], [0.7, -0.7, 1.3], [-0.1, 0.0, 0.0], [-0.4, 0.3, -0.8], [0.0, 0.0, 0.1], [-1.1, 0.9, 1.2], [-0.1, 0.0, 0.2], [-0.6, 0.1, 0.3], [-1.3, 0.0, -0.6], [0.2, 0.0, -0.2], [-0.2, 0.1, 0.1], [-2.0, 0.0, -2.2], [0.7, -0.8, -1.1], [-0.2, 0.1, 0.0], [-0.1, 0.0, 0.0], [-0.2, -0.3, -0.3], [-0.4, -0.6, -1.7], [-0.5, 0.5, 0.3], [0.3, 0.3, -1.5], [1.1, -0.7, 0.2], [-0.1, -0.2, 0.2], [1.7, -0.5, 0.0], [-0.1, -0.1, 0.1], [0.7, -0.2, -0.6], [-0.1, 0.3, 0.1], [-0.2, 0.9, -1.2], [0.4, 0.4, 1.5], [1.3, -0.9, 0.1], [-0.6, 0.5, -1.6], [0.2, -0.9, 4.0], [-0.7, 0.2, 0.3], [0.1, -0.1, 0.0], [3.9, 1.2, -2.8], [1.4, 0.9, 0.5], [-0.2, -1.0, 0.9], [-1.6, -0.3, 0.0], [-2.2, 0.9, -1.2], [-1.0, 1.5, -0.8], [0.1, -0.1, -0.2], [0.1, 0.0, -0.1], [-0.2, -0.3, -1.9], [0.6, 1.1, -0.2], [-0.8, -0.4, 1.6], [0.2, -0.5, -1.8], [0.7, 0.8, -0.9], [0.7, -0.1, -0.4], [0.1, -0.1, 0.1], [-0.1, 2.3, 2.4], [-0.8, -1.9, -1.9], [-0.7, 1.2, 0.6], [0.1, 0.4, 0.1], [0.0, -0.1, -0.1]], "de_lowest_kcal_mol": 8.90, "max_force_ev_per_a": 6.64, "e_lumo_ev": -0.5, "smiles": "CCCCCCCCCCCC[C@]1(S)[C@@H](C(=O)[O-])O[C@](B(O)O)(C(F)(F)C(F)F)[C@@H]([PH2]=S)[N@H+]1COO.NC(N)=O.NC(N)=O.NC(N)=O.NC(N)=O.NC(N)=O.NC(N)=O.NC(N)=O.NC(N)=O.NC(N)=O.NC(N)=O", "homo_ha": -0.2652}